A molecular structure, C28H47AlNO2P2 at a distorted geometry. Source: the OMol25 dataset; level of theory: ωB97M-V/def2-TZVPD.

```
81
Properties=species:S:1:pos:R:3:forces:R:3
Al -1.137 0.975 -0.192 2.010 1.520 0.422
C -0.373 -2.503 2.143 -0.453 1.939 1.312
C 0.992 -2.824 1.876 0.285 0.714 1.190
C 0.934 -1.147 3.466 2.095 -1.257 -1.350
C -0.414 -1.499 3.152 -0.931 -2.035 -2.061
C 1.795 -1.970 2.686 -1.340 0.748 0.650
C -1.572 -3.216 1.663 -0.642 -0.555 -0.085
H -1.379 -3.828 0.767 -0.116 0.169 0.370
H -2.402 -2.518 1.443 0.211 -0.341 0.065
H -1.915 -3.891 2.470 -0.170 0.114 -0.488
C -1.659 -1.017 3.788 -0.643 0.718 0.362
H -2.442 -0.888 3.026 0.013 -0.155 0.166
H -1.508 -0.027 4.233 -0.026 -0.372 -0.028
H -2.091 -1.659 4.588 0.455 0.075 -0.523
C 1.395 -0.221 4.501 -0.135 0.583 0.674
H 1.710 -0.785 5.388 0.075 0.091 -0.006
H 0.590 0.458 4.790 0.335 -0.265 0.089
H 2.243 0.402 4.189 -0.030 -0.260 -0.036
C 3.219 -2.147 3.003 0.865 -0.048 0.213
H 3.328 -2.760 3.913 0.112 0.094 -0.201
H 3.705 -1.190 3.220 0.053 -0.095 -0.058
H 3.781 -2.643 2.209 0.010 0.047 0.007
C 1.462 -4.040 1.199 0.202 -0.319 -0.342
H 1.522 -4.854 1.928 0.015 -0.066 0.042
H 2.457 -3.937 0.769 0.076 0.075 -0.012
H 0.785 -4.377 0.419 -0.115 -0.048 -0.145
C -1.806 0.827 -3.565 -1.596 -0.226 -0.829
C -1.873 -0.630 -3.365 0.594 -0.857 -1.074
C -1.052 -1.503 -4.392 -0.664 0.083 -0.324
C 0.381 -1.109 -4.815 -1.174 -0.855 -0.597
C 1.138 -0.402 -3.764 1.581 0.514 -0.704
C 1.335 0.923 -3.829 1.386 -0.820 -0.670
C 0.402 1.891 -4.447 -0.524 0.480 -1.061
C -1.065 1.404 -4.689 -0.043 1.820 -1.093
H -1.661 -1.401 -5.299 -0.079 -0.326 0.156
H 0.339 -0.538 -5.760 0.054 0.009 0.694
H -1.086 -2.569 -4.119 -0.195 0.414 0.065
H -1.111 0.811 -5.617 0.024 -0.104 0.569
H -2.601 1.430 -3.106 0.434 -0.191 -0.105
H -2.850 -1.145 -3.419 -0.389 0.725 -0.468
H -1.632 2.317 -4.978 0.459 -0.317 0.141
H 0.375 2.754 -3.762 0.060 -0.208 -0.514
H 2.280 1.373 -3.469 -0.933 -0.337 0.493
H 0.740 2.275 -5.430 0.167 -0.135 0.442
H 0.879 -2.044 -5.163 -0.037 0.554 0.670
H 1.685 -1.027 -3.060 0.509 0.200 -0.237
P -1.680 -0.833 -1.607 0.396 1.258 1.996
P 1.706 1.045 0.584 -1.720 0.544 -1.982
C -0.045 1.605 -1.635 -0.645 0.120 1.106
C 1.245 2.122 -1.049 0.642 -0.711 0.950
H -0.707 2.320 -2.188 1.126 -0.673 0.329
H 0.052 0.584 -2.083 0.329 1.837 0.058
H 2.125 1.801 -1.630 -0.159 1.035 -0.119
H 1.172 3.229 -0.854 0.522 -1.158 0.005
C 2.645 2.331 1.420 0.360 -0.096 0.556
H 3.308 1.860 2.144 0.124 0.218 0.106
H 1.944 2.975 1.956 0.093 0.005 -0.042
H 3.216 2.920 0.700 0.054 -0.038 0.107
C 2.934 -0.180 -0.046 0.018 0.055 0.034
H 3.377 0.112 -1.003 0.057 0.065 0.144
H 2.459 -1.162 -0.165 0.013 0.256 0.065
H 3.723 -0.298 0.705 -0.067 0.002 -0.154
C -3.378 -0.093 -1.001 -0.150 -2.097 -0.438
H -3.710 -0.718 -0.162 -0.383 0.272 -0.211
H -4.040 -0.136 -1.877 -0.239 -0.024 0.547
H -3.315 0.968 -0.670 0.248 -0.517 -0.289
C -0.559 -2.257 -1.455 -1.104 -1.230 1.096
H 0.114 -2.129 -0.594 -0.481 -0.117 -0.140
H 0.034 -2.343 -2.375 -0.537 0.156 0.272
H -1.249 -3.102 -1.323 0.916 -0.492 -0.045
O -1.862 2.646 0.232 -0.143 -0.788 1.450
C -1.588 2.890 1.487 0.311 -0.620 -0.245
C -1.884 4.194 2.147 -0.196 -0.028 -1.184
C -1.591 3.884 3.574 0.053 0.281 -0.034
C -1.031 2.495 3.565 0.172 -1.149 1.434
O -0.729 1.892 4.584 -0.318 0.992 -1.441
N -1.015 1.977 2.253 -1.002 0.375 -0.864
H -1.256 4.964 1.698 0.016 0.073 0.021
H -2.912 4.449 1.924 -0.285 0.227 0.033
H -0.867 4.550 3.984 0.464 0.493 0.578
H -2.480 3.909 4.175 -0.329 -0.022 0.519
```
Positions in Å, forces in eV/Å.

Calculated values
* frontier orbital gap (spin up / spin down): 5.63 / 5.51 eV
* E: -60546.1336 eV
* strongest force on any atom: 3.04 eV/A
* charge: +1
* relative energy (zero: lowest compared OMol25 entry of this formula, charge and spin): 9.171 eV

***

A molecular structure, C28H47AsIrN9O2Si2 at a distorted geometry. Source: the OMol25 dataset; level of theory: ωB97M-V/def2-TZVPD.

```
90
Properties=species:S:1:pos:R:3:forces:R:3
Ir 0.028 0.511 0.057 -0.458 -1.280 -0.084
C -2.115 0.165 -1.900 -0.184 -0.024 -0.277
N -0.644 0.296 -1.909 0.385 0.514 0.203
C 0.090 -0.869 -2.473 -0.010 -0.089 -0.274
C 1.471 -0.877 -1.899 -0.004 -0.030 0.012
N 1.718 -0.264 -0.764 0.173 -0.004 0.084
C 3.077 -0.402 -0.507 -0.065 -0.026 -0.108
C 3.875 0.104 0.516 -0.026 -0.049 0.003
C 5.214 -0.221 0.486 -0.001 0.009 0.013
C 5.754 -1.016 -0.539 0.014 -0.005 -0.014
C 4.977 -1.503 -1.569 -0.007 -0.002 -0.002
C 3.626 -1.176 -1.532 -0.007 0.050 -0.030
N 2.575 -1.453 -2.404 -0.006 -0.011 0.076
C -2.670 0.830 -0.684 -0.087 -0.005 -0.003
N -1.952 1.008 0.399 0.101 0.486 0.084
C -2.792 1.602 1.340 -0.015 -0.189 -0.044
C -2.570 1.984 2.660 -0.006 -0.036 -0.026
C -3.633 2.524 3.355 0.021 0.001 0.008
C -4.893 2.684 2.758 -0.022 0.011 -0.007
C -5.130 2.301 1.454 0.006 0.002 0.002
C -4.056 1.751 0.764 0.012 0.025 -0.008
N -3.939 1.254 -0.529 0.052 -0.008 0.033
H -2.356 -0.898 -1.859 -0.022 0.007 0.045
H -2.569 0.575 -2.805 0.070 -0.008 -0.031
H -0.357 1.165 -2.361 -0.117 -0.031 -0.237
H 0.121 -0.850 -3.564 -0.052 0.047 0.005
H -0.435 -1.770 -2.154 0.010 -0.013 0.021
H 3.467 0.761 1.273 0.032 0.031 -0.014
H 5.873 0.156 1.256 -0.002 0.005 -0.002
H 6.812 -1.240 -0.526 -0.003 -0.002 0.001
H 5.403 -2.099 -2.365 -0.004 -0.001 0.001
H 2.630 -1.976 -3.263 0.027 0.025 -0.018
H -1.595 1.898 3.117 -0.026 0.045 0.027
H -3.491 2.850 4.377 0.004 0.001 -0.003
H -5.695 3.128 3.333 0.001 -0.006 -0.001
H -6.100 2.432 0.994 0.003 -0.008 -0.001
H -4.652 1.255 -1.240 -0.017 0.004 0.013
N 0.606 0.175 2.006 0.227 0.405 0.321
C 0.761 -1.290 2.235 0.044 -0.099 0.061
C 0.816 -1.627 3.728 -0.002 0.052 -0.011
C -0.378 -1.223 4.625 0.031 -0.034 0.016
C -1.220 -2.407 5.097 -0.022 0.016 0.018
N -1.864 -3.113 3.997 0.115 -0.044 0.052
C -3.050 -2.850 3.472 -0.058 -0.061 -0.063
N -3.308 -3.291 2.241 -0.019 0.070 0.007
N -3.979 -2.163 4.149 -0.003 0.003 0.025
C -0.225 -2.098 1.358 -0.074 0.304 -0.052
O -0.474 -3.268 1.645 0.001 0.017 0.061
O -0.698 -1.488 0.334 0.144 -0.123 0.194
H 1.486 0.644 2.208 -0.036 0.027 0.116
H -0.078 0.566 2.647 0.049 -0.050 0.082
H 1.745 -1.543 1.826 -0.041 -0.033 -0.058
H 1.715 -1.136 4.107 -0.004 -0.038 0.049
H 1.008 -2.697 3.822 0.012 -0.016 -0.043
H -1.028 -0.476 4.153 -0.054 -0.084 -0.061
H 0.005 -0.744 5.528 0.026 0.036 -0.033
H -1.956 -2.094 5.836 -0.005 0.031 -0.033
H -0.580 -3.133 5.598 -0.007 0.006 0.041
H -1.219 -3.573 3.357 -0.003 0.040 -0.075
H -2.532 -3.599 1.663 0.027 0.037 -0.003
H -4.218 -3.189 1.829 -0.022 -0.051 0.031
H -3.889 -2.042 5.143 -0.007 -0.014 0.000
H -4.904 -2.060 3.770 0.006 0.011 -0.015
C 0.526 4.466 -3.285 0.107 0.016 -0.126
Si 1.773 3.426 -2.356 0.013 -0.059 0.151
C 3.335 4.402 -2.056 0.026 -0.002 -0.090
C 2.196 1.909 -3.393 -0.023 0.013 -0.010
As 0.848 2.789 -0.316 -0.317 0.231 -0.133
Si 1.173 4.476 1.257 0.153 -0.210 -0.078
C 0.625 6.079 0.475 0.004 0.056 0.104
C 2.981 4.545 1.734 -0.042 0.121 0.092
C 0.155 4.079 2.779 -0.022 0.027 -0.021
H 0.948 4.835 -4.224 -0.013 -0.001 0.010
H 0.223 5.329 -2.691 -0.021 -0.015 0.019
H -0.373 3.893 -3.521 -0.019 0.008 0.023
H 3.770 4.709 -3.011 -0.005 0.007 0.011
H 4.075 3.807 -1.520 -0.004 0.003 0.013
H 3.144 5.310 -1.481 -0.002 -0.007 0.017
H 2.765 2.226 -4.271 -0.022 0.022 -0.002
H 1.312 1.386 -3.775 0.018 -0.008 -0.002
H 2.818 1.209 -2.834 0.035 0.023 -0.018
H 1.275 6.366 -0.352 -0.015 -0.020 -0.022
H 0.663 6.886 1.213 0.018 0.003 -0.016
H -0.397 6.006 0.102 0.002 -0.007 -0.003
H 3.603 4.819 0.881 0.010 -0.038 -0.009
H 3.323 3.574 2.099 0.009 -0.005 0.001
H 3.155 5.282 2.523 -0.005 -0.001 -0.017
H -0.911 4.128 2.559 0.000 -0.006 0.016
H 0.371 4.793 3.577 0.018 0.000 -0.012
H 0.395 3.081 3.160 0.002 0.007 0.032
```
Positions in Å, forces in eV/Å.

Calculated values
* frontier orbital gap: 6.43 eV
* E: -126732.1235 eV
* strongest force on any atom: 1.36 eV/A
* charge: +2
* relative energy (zero: lowest compared OMol25 entry of this formula, charge and spin): 0.575 eV